# C4H5N4O3

A 2-piece molecular cluster, C4H5N4O3 overall (wB97M-V/def2-TZVPD, the Open Molecules 2025 dataset).

Cartesian coordinates (Å):
C -2.42 -0.45 -0.09
C -0.87 1.71 0.02
C -0.14 -1.26 0.14
C 0.73 -0.19 0.16
N -1.49 -1.21 -0.01
N 0.15 1.11 0.07
N -3.54 0.05 0.01
N 0.39 -2.59 0.27
O -1.72 2.52 -0.04
O 1.98 -0.27 0.24
O 3.45 1.98 0.06
H -3.98 0.49 -0.78
H 3.01 1.09 0.14
H 1.36 -2.49 0.54
H 0.37 -3.07 -0.63
H 2.72 2.58 -0.07

Computed properties:
HOMO energy, eV: -2.892
Relative energy (zero: lowest compared OMol25 entry of this formula, charge and spin), kcal per mole: 0.00
Frontier orbital gap, Eh: 0.2350
Total charge: -1

---

# C4H5NO

C4H5NO as an isolated structure (wB97M-V/def2-TZVPD, the Open Molecules 2025 dataset).

Cartesian coordinates (Å):
C -1.11 -0.06 -0.51
C 0.38 0.08 0.85
O -0.17 -0.04 1.93
C 0.52 -0.97 -0.12
C 1.06 1.29 0.37
N 1.74 2.14 0.00
H -1.90 -0.77 -0.32
H -0.94 0.23 -1.54
H -1.44 0.88 0.00
H 1.06 -0.88 -1.07
H 0.81 -1.92 0.38

Computed properties:
HOMO energy, eV: -10.374
Relative energy (zero: lowest compared OMol25 entry of this formula, charge and spin), kcal per mole: 79.43
Frontier orbital gap, Eh: 0.3924
Total charge: 0